# 1
A molecular structure, C14H23BeBrClCs3F4NO5P in a non-equilibrium geometry, computed with ωB97M-V/def2-TZVPD.

Structure (ORCA input):
```
! wB97M-V def2-TZVPD RIJCOSX def2/J DEFGRID3
* xyz 0 1
N 5.26 -0.91 -0.52
C 4.59 -1.70 -1.56
C 3.13 -2.02 -1.23
C 2.23 -0.86 -1.83
C 0.87 -0.53 -1.13
C 0.73 0.00 0.11
Br 2.22 0.42 1.18
C -0.67 0.27 0.56
O -1.09 0.15 1.66
C -1.54 0.83 -0.52
C -2.45 1.96 -0.13
C -1.83 3.29 -0.62
C -1.08 4.03 0.49
F -0.67 3.18 1.45
C -1.43 0.35 -1.75
P -2.38 1.07 -3.14
O -2.69 0.10 -4.22
C -0.39 -0.79 -1.95
O -0.57 -1.77 -2.66
H 6.12 -1.34 -0.23
H 4.66 -0.77 0.27
H 5.15 -2.61 -1.75
H 4.62 -1.11 -2.48
H 2.90 -2.95 -1.84
H 2.99 -2.17 -0.14
H 2.04 -0.99 -2.90
H 2.84 0.04 -1.74
H -2.51 1.95 0.95
H -3.45 1.82 -0.54
H -2.54 3.98 -1.12
H -1.10 3.03 -1.38
H -0.21 4.51 0.05
H -1.68 4.84 0.91
H -1.55 2.04 -3.72
H -3.53 1.75 -2.65
Be -4.48 3.94 0.21
O 1.52 -2.41 -4.67
H 0.60 -2.33 -4.33
F 4.07 2.33 1.38
F -0.80 -2.23 0.24
C -0.75 -1.65 4.46
C -1.15 -2.89 5.25
O -1.30 -2.60 6.64
H 0.18 -1.24 4.84
H -0.62 -1.89 3.40
H -1.51 -0.87 4.54
H -0.38 -3.66 5.17
H -2.09 -3.30 4.86
H -1.99 -1.93 6.72
Cs 1.08 -3.16 -0.09
Cl -0.13 4.20 3.52
Cs -3.80 -1.47 -3.02
Cs -4.55 6.27 -0.67
F -0.91 -4.25 -4.29
*
```

Summary:
Electronic energy   -4827.62012 hartree
E_HOMO   -6.52 eV
Frontier orbital gap   1.56 eV
E_LUMO   -4.96 eV

Charge distribution, Mulliken scheme, values in e: number 1, N, carries -0.445; number 2, C, carries -1.055; number 3, C, carries -1.269; number 4, C, carries -0.578; number 5, C, carries -1.522; number 6, C, carries 1.095; number 7, Br, carries 0.145; number 8, C, carries 0.195; number 9, O, carries -0.534; number 10, C, carries 0.185; number 11, C, carries -1.672; number 12, C, carries -0.235; number 13, C, carries -0.484; number 14, F, carries -0.181; number 15, C, carries -0.446; number 16, P, carries 0.668; number 17, O, carries -0.883; number 18, C, carries 1.400; number 19, O, carries -0.708; number 20, H, carries 0.225; number 21, H, carries 0.127; number 22, H, carries 0.423; number 23, H, carries 0.284; number 24, H, carries 0.583; number 25, H, carries 0.930; number 26, H, carries 0.132; number 27, H, carries 0.625; number 28, H, carries 0.955; number 29, H, carries 0.661; number 30, H, carries -0.156; number 31, H, carries 0.413; number 32, H, carries 0.284; number 33, H, carries 0.229; number 34, H, carries 0.098; number 35, H, carries 0.185; number 36, Be, carries -0.045; number 37, O, carries -0.470; number 38, H, carries 0.375; number 39, F, carries -0.664; number 40, F, carries -0.806; number 41, C, carries -0.623; number 42, C, carries -0.331; number 43, O, carries -0.529; number 44, H, carries 0.280; number 45, H, carries 0.072; number 46, H, carries 0.307; number 47, H, carries 0.276; number 48, H, carries 0.255; number 49, H, carries 0.295; number 50, Cs, carries 1.118; number 51, Cl, carries -0.561; number 52, Cs, carries 1.083; number 53, Cs, carries 0.897; number 54, F, carries -0.603

# 2
2 unconnected molecules or ions with the total composition C14H23ClFNO6S, computed with ωB97M-V/def2-TZVPD.

Structure (ORCA input):
```
! wB97M-V def2-TZVPD RIJCOSX def2/J DEFGRID3
* xyz 0 1
C 1.62 3.38 -0.13
C 1.15 2.76 -1.43
F -0.13 3.28 -1.65
C 1.12 1.20 -1.49
C -0.30 0.59 -1.39
C -1.33 0.84 -2.49
C -2.70 0.35 -2.04
C -3.38 1.33 -1.06
S -3.73 0.72 0.58
O -4.88 1.39 1.09
O -3.63 -0.70 0.62
Cl -2.17 1.45 1.69
C 2.00 0.48 -0.46
C 3.20 -0.08 -1.24
N 2.74 -0.24 -2.63
C 1.72 0.74 -2.83
O 1.39 1.16 -3.91
H 1.55 4.46 -0.22
H 2.65 3.10 0.09
H 0.99 3.06 0.70
H 1.77 3.13 -2.24
H -0.15 -0.50 -1.34
H -0.70 0.88 -0.42
H -1.04 0.30 -3.40
H -1.39 1.89 -2.76
H -2.61 -0.62 -1.56
H -3.36 0.23 -2.90
H -2.84 2.27 -0.96
H -4.39 1.58 -1.39
H 1.45 -0.36 -0.04
H 2.33 1.07 0.40
H 3.52 -1.04 -0.85
H 4.02 0.63 -1.24
H 2.34 -1.16 -2.80
C 0.73 -3.04 4.67
C 0.31 -2.47 3.35
C -0.83 -3.17 2.64
O -0.55 -2.91 1.26
C 0.78 -2.72 1.15
O 1.36 -2.63 0.11
O 1.36 -2.62 2.36
H 1.66 -2.58 5.00
H -0.03 -2.84 5.42
H 0.89 -4.11 4.60
H 0.10 -1.40 3.43
H -1.82 -2.79 2.89
H -0.80 -4.25 2.81
*
```

Summary:
Electronic energy   -2011.71986 hartree
E_HOMO   -9.60 eV
Frontier orbital gap   9.80 eV
E_LUMO   0.20 eV
SMILES string   C[C@H](F)[C@]1(CCCCS(=O)(=O)Cl)CCNC1=O.C[C@@H]1COC(=O)O1

Charge distribution, Mulliken scheme, values in e: number 1, C, carries -1.593; number 2, C, carries 0.376; number 3, F, carries -0.354; number 4, C, carries 1.867; number 5, C, carries -1.038; number 6, C, carries -0.791; number 7, C, carries -0.874; number 8, C, carries -0.930; number 9, S, carries 1.167; number 10, O, carries -0.595; number 11, O, carries -0.526; number 12, Cl, carries -0.247; number 13, C, carries -0.365; number 14, C, carries -0.761; number 15, N, carries -0.436; number 16, C, carries -0.181; number 17, O, carries -0.552; number 18, H, carries 0.461; number 19, H, carries 0.383; number 20, H, carries 0.339; number 21, H, carries 0.221; number 22, H, carries 0.716; number 23, H, carries -0.241; number 24, H, carries 0.421; number 25, H, carries 0.426; number 26, H, carries 0.521; number 27, H, carries 0.415; number 28, H, carries 0.434; number 29, H, carries 0.486; number 30, H, carries -0.632; number 31, H, carries 0.710; number 32, H, carries 0.460; number 33, H, carries 0.272; number 34, H, carries 0.361; number 35, C, carries -1.469; number 36, C, carries 0.550; number 37, C, carries -0.531; number 38, O, carries -0.296; number 39, C, carries 0.761; number 40, O, carries -0.540; number 41, O, carries -0.378; number 42, H, carries 0.359; number 43, H, carries 0.387; number 44, H, carries 0.355; number 45, H, carries 0.269; number 46, H, carries 0.311; number 47, H, carries 0.302

# 3
A gas-phase ion, C14H23ClNO2 (charge +1) in a non-equilibrium geometry, computed with ωB97M-V/def2-TZVPD.

Structure (ORCA input):
```
! wB97M-V def2-TZVPD RIJCOSX def2/J DEFGRID3
* xyz 1 1
C -4.90 -1.50 1.08
C -3.47 -1.99 0.87
C -2.85 -1.50 -0.44
C -1.48 -2.12 -0.68
N -2.73 -0.01 -0.37
C -2.52 0.72 -1.65
C -1.20 1.50 -1.62
O -0.18 0.54 -1.57
C -1.14 2.48 -0.43
O -1.22 1.80 0.81
C -0.07 1.92 1.67
C 1.08 1.09 1.18
C 1.09 -0.28 1.40
C 2.10 -1.08 0.89
C 3.12 -0.49 0.16
Cl 4.38 -1.48 -0.49
C 3.14 0.88 -0.05
C 2.12 1.66 0.46
H -4.96 -0.43 1.28
H -5.52 -1.73 0.22
H -5.33 -2.00 1.94
H -3.48 -3.08 0.84
H -2.85 -1.69 1.71
H -3.52 -1.73 -1.27
H -0.84 -1.99 0.19
H -0.98 -1.66 -1.53
H -1.59 -3.18 -0.88
H -1.93 0.27 0.25
H -3.57 0.34 0.09
H -3.35 1.40 -1.84
H -2.46 -0.01 -2.47
H -1.14 2.09 -2.55
H 0.69 0.96 -1.59
H -1.98 3.18 -0.49
H -0.22 3.06 -0.49
H 0.20 2.97 1.77
H -0.43 1.56 2.64
H 0.30 -0.73 1.98
H 2.10 -2.14 1.06
H 3.96 1.33 -0.60
H 2.16 2.73 0.32
*
```

Summary:
Electronic energy   -1212.46514 hartree
E_HOMO   -11.96 eV
Relative energy (zero: lowest compared OMol25 entry of this formula, charge and spin)   37.41 kJ/mol
Frontier orbital gap   9.52 eV
E_LUMO   -2.44 eV
SMILES string   CC[C@H](C)[NH2+]C[C@H](O)COCc1ccc(Cl)cc1

Charge distribution, Mulliken scheme, values in e: number 1, C, carries -1.269; number 2, C, carries -0.439; number 3, C, carries -0.071; number 4, C, carries -1.257; number 5, N, carries 0.321; number 6, C, carries -0.967; number 7, C, carries 0.041; number 8, O, carries -0.473; number 9, C, carries -0.708; number 10, O, carries -0.505; number 11, C, carries -1.369; number 12, C, carries 0.654; number 13, C, carries -0.137; number 14, C, carries -0.782; number 15, C, carries 0.334; number 16, Cl, carries -0.194; number 17, C, carries -0.664; number 18, C, carries -0.445; number 19, H, carries 0.380; number 20, H, carries 0.304; number 21, H, carries 0.401; number 22, H, carries 0.412; number 23, H, carries 0.217; number 24, H, carries 0.387; number 25, H, carries 0.220; number 26, H, carries 0.326; number 27, H, carries 0.492; number 28, H, carries 0.243; number 29, H, carries 0.302; number 30, H, carries 0.453; number 31, H, carries 0.388; number 32, H, carries 0.532; number 33, H, carries 0.291; number 34, H, carries 0.468; number 35, H, carries 0.318; number 36, H, carries 0.503; number 37, H, carries 0.400; number 38, H, carries 0.589; number 39, H, carries 0.452; number 40, H, carries 0.457; number 41, H, carries 0.395

# 4
A molecular structure, C14H23CsN5OS in a non-equilibrium geometry, computed with ωB97M-V/def2-TZVPD.

Structure (ORCA input):
```
! wB97M-V def2-TZVPD RIJCOSX def2/J DEFGRID3
* xyz -1 1
Cs -0.53 -1.01 -0.25
N -1.61 3.64 0.52
C -1.77 2.32 0.07
S -2.23 1.16 1.29
N -1.53 2.21 -1.21
N -1.47 0.92 -1.72
C -1.84 0.79 -2.92
C -1.82 -0.49 -3.68
C -2.71 -0.58 -4.75
C -2.87 -1.73 -5.52
C -2.07 -2.83 -5.20
C -1.15 -2.77 -4.17
C -0.94 -1.59 -3.39
O -0.01 -1.55 -2.50
H -2.21 3.85 1.31
H -1.66 4.31 -0.23
H -2.27 1.66 -3.43
H -3.33 0.29 -4.97
H -3.58 -1.76 -6.33
H -2.16 -3.75 -5.77
H -0.51 -3.61 -3.94
C 1.63 -1.87 3.87
N 0.72 -0.96 3.20
C -0.64 -1.19 3.66
C 1.12 0.43 3.31
C 2.40 0.73 2.52
N 2.24 0.60 1.08
C 3.51 0.40 0.43
C 1.55 1.75 0.52
H 1.72 -1.64 4.95
H 2.63 -1.83 3.43
H 1.27 -2.89 3.77
H -0.75 -1.02 4.75
H -0.94 -2.21 3.43
H -1.32 -0.51 3.13
H 1.28 0.72 4.37
H 0.30 1.05 2.93
H 3.20 0.05 2.83
H 2.74 1.75 2.79
H 4.20 1.25 0.57
H 3.36 0.27 -0.65
H 3.99 -0.50 0.81
H 2.13 2.67 0.64
H 0.58 1.90 0.99
H 1.37 1.59 -0.55
*
```

Summary:
Electronic energy   -1314.63384 hartree
E_HOMO   -3.62 eV
Frontier orbital gap   5.74 eV
E_LUMO   2.13 eV

Charge distribution, Mulliken scheme, values in e: number 1, Cs, carries 1.164; number 2, N, carries -0.441; number 3, C, carries 0.227; number 4, S, carries -0.584; number 5, N, carries -0.805; number 6, N, carries 0.202; number 7, C, carries -0.773; number 8, C, carries 0.661; number 9, C, carries -0.459; number 10, C, carries -0.703; number 11, C, carries -0.319; number 12, C, carries -0.612; number 13, C, carries 0.434; number 14, O, carries -0.981; number 15, H, carries 0.234; number 16, H, carries 0.256; number 17, H, carries 0.336; number 18, H, carries 0.287; number 19, H, carries 0.357; number 20, H, carries 0.329; number 21, H, carries 0.354; number 22, C, carries -1.062; number 23, N, carries 0.397; number 24, C, carries -0.934; number 25, C, carries -0.644; number 26, C, carries -1.040; number 27, N, carries 0.436; number 28, C, carries -1.084; number 29, C, carries -1.211; number 30, H, carries 0.330; number 31, H, carries 0.239; number 32, H, carries 0.342; number 33, H, carries 0.330; number 34, H, carries 0.293; number 35, H, carries 0.134; number 36, H, carries 0.324; number 37, H, carries 0.307; number 38, H, carries 0.483; number 39, H, carries 0.342; number 40, H, carries 0.370; number 41, H, carries 0.308; number 42, H, carries 0.314; number 43, H, carries 0.297; number 44, H, carries 0.093; number 45, H, carries 0.473

# 5
A molecular structure, C14H23F3NPPd in a non-equilibrium geometry, computed with ωB97M-V/def2-TZVPD.

Structure (ORCA input):
```
! wB97M-V def2-TZVPD RIJCOSX def2/J DEFGRID3
* xyz 2 5
C 0.08 3.08 -1.59
C 0.93 2.65 -0.58
C 1.04 1.28 -0.25
C 0.42 0.36 -1.09
C -0.54 0.79 -2.01
C -0.69 2.15 -2.28
C 1.81 0.90 0.97
C 1.38 1.69 2.24
N 0.20 1.21 2.88
Pd 0.92 -1.66 -1.16
C -1.38 -0.25 -2.69
P -1.26 -1.76 -1.65
H 1.52 3.36 0.00
H -1.43 2.46 -3.03
H 0.01 4.14 -1.82
H -1.00 -0.55 -3.68
H -2.44 0.03 -2.78
H 1.75 -0.17 1.18
H 2.88 1.13 0.82
H 2.21 1.61 2.96
C -2.03 -3.10 -2.56
C -2.35 -1.36 -0.26
H 1.24 2.76 1.99
C -1.08 1.79 2.62
C 0.25 0.05 3.73
H 1.26 -3.35 -0.61
H -1.41 2.38 3.50
H -1.01 2.46 1.75
H -1.84 1.01 2.44
H -0.11 0.32 4.74
H -0.41 -0.75 3.35
H 1.28 -0.32 3.79
H -3.37 -1.18 -0.63
H -2.34 -2.21 0.43
H -1.99 -0.47 0.27
H -2.87 -2.72 -3.15
H -1.29 -3.56 -3.23
H -2.38 -3.85 -1.84
H 0.50 -3.28 -0.47
F 3.66 -0.60 -1.03
C 3.00 -1.76 -0.67
F 3.65 -2.79 -1.30
F 3.21 -1.92 0.69
*
```

Summary:
Electronic energy   -1370.00730 hartree
E_HOMO (alpha / beta)   -12.86 / -15.95 eV
Frontier orbital gap (alpha / beta)   7.09 / 5.84 eV
E_LUMO (alpha / beta)   -5.77 / -10.10 eV

Charge distribution, Mulliken scheme, values in e: number 1, C, carries -0.698; number 2, C, carries -0.790; number 3, C, carries 1.544; number 4, C, carries -1.114; number 5, C, carries 1.474; number 6, C, carries -0.970; number 7, C, carries -0.477; number 8, C, carries -1.254; number 9, N, carries 0.310; number 10, Pd, carries -0.972; number 11, C, carries -1.124; number 12, P, carries 0.868; number 13, H, carries 0.603; number 14, H, carries 0.528; number 15, H, carries 0.442; number 16, H, carries 0.401; number 17, H, carries 0.591; number 18, H, carries 0.366; number 19, H, carries 0.459; number 20, H, carries 0.441; number 21, C, carries -1.088; number 22, C, carries -0.998; number 23, H, carries 0.595; number 24, C, carries -0.746; number 25, C, carries -0.827; number 26, H, carries 0.200; number 27, H, carries 0.344; number 28, H, carries 0.280; number 29, H, carries 0.337; number 30, H, carries 0.379; number 31, H, carries 0.351; number 32, H, carries 0.341; number 33, H, carries 0.430; number 34, H, carries 0.410; number 35, H, carries 0.108; number 36, H, carries 0.407; number 37, H, carries 0.382; number 38, H, carries 0.405; number 39, H, carries 0.027; number 40, F, carries -0.163; number 41, C, carries 0.565; number 42, F, carries -0.172; number 43, F, carries -0.194